No. 1
Entry from OMol25: 2 unconnected molecules or ions with the total composition C28H55F5O9P2S3Si (ωB97M-V with the def2-TZVPD basis set).

```
103
Properties=species:S:1:pos:R:3:lowdin_charge:R:1
S 2.338 0.122 -0.647 0.842
S -2.704 2.005 -3.012 0.194
S 2.789 1.555 2.140 0.807
P -1.571 0.646 -2.216 0.419
P -2.099 -0.002 2.560 0.720
Si 2.254 -0.844 -5.093 0.498
F 2.137 3.527 -0.367 -0.007
F -1.267 4.492 -1.461 0.008
F 0.988 5.206 -1.873 0.026
F -0.170 5.957 0.074 0.031
F 0.669 3.943 1.440 -0.025
O 2.258 0.759 -4.373 -0.275
O 1.009 0.105 -1.680 -0.290
O -3.502 0.498 1.647 -0.198
O -2.528 0.014 4.102 -0.389
O -1.665 -1.641 2.157 -0.240
O -1.489 7.968 3.787 -0.006
O -2.617 8.890 5.490 0.078
O 2.911 -1.352 -0.666 -0.348
O 3.532 1.008 -1.064 -0.313
C 0.687 2.235 -2.933 -0.132
C -2.463 -5.578 0.767 -0.209
C 0.054 -6.320 1.646 -0.207
C 4.040 -1.260 -5.796 -0.217
C 1.710 0.428 1.113 -0.664
C 0.023 4.779 -0.812 -0.143
C 0.922 1.372 -4.347 -0.239
C -0.058 2.061 -0.261 -0.128
C 0.434 -6.112 3.229 -0.218
C -0.914 -5.111 1.028 -0.217
C -2.242 8.957 4.321 -0.503
C -2.530 10.174 3.493 0.002
C -3.569 -4.391 -1.476 -0.261
C 1.871 -3.936 2.823 -0.239
C -2.824 -5.708 -0.842 -0.221
C -4.942 -4.789 -2.342 -0.159
C 3.266 -3.079 2.877 -0.196
C 3.123 -1.484 2.532 -0.226
C 1.662 -1.024 1.944 -0.219
C 0.188 1.312 -1.678 -0.519
C 1.896 -2.276 -3.798 -0.207
C -1.165 7.851 2.389 -0.236
C 0.065 8.671 2.050 -0.066
C 1.949 -5.442 3.463 -0.199
C -0.645 1.247 2.326 -0.176
C 0.685 3.474 0.001 -0.116
C 1.065 -0.994 -6.642 -0.225
C 0.153 0.907 0.932 -0.292
H 2.812 -6.114 3.049 0.119
H 0.939 -0.966 2.893 0.123
H -2.026 8.103 1.762 0.116
H -0.341 -5.343 3.703 0.110
H -0.416 -0.048 0.492 0.122
H -1.137 2.320 2.357 0.126
H -0.351 -7.394 1.385 0.112
H -3.178 -4.719 1.182 0.107
H 3.331 -0.905 3.555 0.102
H 3.940 -1.928 -6.779 0.048
H -1.778 -5.811 -1.403 0.110
H 3.971 -3.539 2.030 0.128
H -1.230 2.288 -0.187 0.144
H -0.905 -4.159 1.727 0.076
H 0.340 8.536 1.000 0.076
H 2.868 -2.456 -3.164 0.046
H -4.762 -5.759 -3.007 0.081
H -5.253 -3.866 -3.032 0.076
H 1.543 -3.961 1.676 0.111
H -0.038 -1.204 -6.305 0.038
H -2.150 0.122 -0.972 -0.007
H 2.505 1.317 3.500 -0.062
H -1.335 -2.105 2.986 0.084
H -3.514 10.562 3.780 0.095
H 4.664 -1.937 -5.037 0.052
H -1.771 10.934 3.693 0.098
H 4.634 -0.286 -6.087 0.046
H 0.998 -3.348 3.380 0.111
H -2.661 -6.551 1.385 0.108
H -0.099 9.736 2.230 0.068
H 0.926 2.207 -5.200 0.149
H -0.047 3.108 -3.234 0.100
H 1.374 -1.904 -7.347 0.059
H 1.709 -3.283 -4.400 0.059
H -3.227 1.208 0.979 0.072
H 4.018 -1.157 1.814 0.122
H 0.910 8.370 2.678 0.088
H 0.291 -7.123 3.799 0.104
H 2.030 -5.306 4.644 0.120
H 0.927 -2.087 -3.168 0.026
H 3.791 -3.291 3.902 0.114
H -2.831 -3.924 -2.290 0.098
H -1.429 -0.535 -3.078 0.014
H -3.766 -3.519 -0.701 0.105
H 1.742 2.766 -2.761 0.150
H -0.425 -4.751 0.000 0.112
H -3.461 -6.686 -0.971 0.108
H 0.136 1.118 3.212 0.107
H 1.152 0.005 -7.275 0.059
H 1.081 -6.215 1.046 0.109
H 0.035 0.657 -4.606 0.091
H 1.157 -1.782 1.210 0.116
H -5.874 -4.979 -1.631 0.077
H -2.583 9.977 2.424 0.068
H -0.951 6.793 2.208 0.105
```

## Properties
HOMO-LUMO gap   9.155 eV
E_HOMO   -9.9 eV
LUMO   -0.700 eV
Structure (SMILES)   CCCCCCCCCCCC[C@]1(S)[C@@H](CP(=O)(O)O)[C@@H](C(F)(F)C(F)(F)F)[C@](CCO[Si](C)(C)C)([PH2]=S)OS1(=O)=O.CCOC(C)=O

=====

No. 2
Entry from OMol25: 8 unconnected molecules or ions with the total composition C28H55INO21 (ωB97M-V with the def2-TZVPD basis set).

```
106
Properties=species:S:1:pos:R:3:lowdin_charge:R:1
I 0.764 -6.091 0.281 0.924
O -1.516 1.915 2.053 0.008
O -8.023 1.522 5.029 0.133
O -3.835 -6.419 4.823 0.001
O 4.642 2.845 -1.754 0.109
O 5.520 3.805 -3.605 -0.019
O 5.113 2.642 -7.609 0.009
O -0.186 6.959 -1.328 0.113
O -1.578 -5.398 -4.160 0.121
O -2.850 -8.050 6.040 0.136
O -0.796 -4.978 -6.239 0.008
O 0.645 1.815 1.969 -0.017
O -0.356 3.778 1.506 0.126
O -5.847 1.534 4.415 -0.012
O 3.503 4.314 -3.041 0.018
O -7.354 1.715 2.877 -0.001
O 3.248 1.916 -8.419 0.003
O -1.797 -6.966 4.359 -0.016
O -0.478 7.968 0.675 0.009
O 3.236 3.850 -7.248 0.128
O 0.606 9.025 -0.865 0.006
O 0.625 -5.395 -4.667 0.006
N 3.127 -1.522 4.060 0.147
C 0.969 -4.015 2.473 -0.246
C -0.644 -7.770 4.611 -0.042
C -8.729 1.785 2.484 -0.033
C -7.165 1.584 4.190 -0.623
C -5.025 -6.592 5.602 -0.031
C -0.675 -5.271 -4.947 -0.621
C 1.893 2.477 1.739 -0.032
C 0.895 -5.721 -3.304 -0.109
C -1.215 -4.096 1.272 -0.170
C -2.835 -7.229 5.164 -0.622
C -1.200 6.812 1.112 -0.037
C -0.416 2.620 1.821 -0.611
C 3.801 -2.577 4.238 0.015
C 1.140 9.086 -2.190 -0.035
C 0.292 -4.129 1.094 -0.716
C 1.840 2.063 -8.617 -0.041
C -0.038 7.893 -0.580 -0.621
C 4.561 3.583 -2.706 -0.616
C 1.948 -1.805 3.231 -0.079
C 2.197 -3.107 2.501 -0.231
C 2.390 4.173 -2.159 -0.036
C 6.732 3.082 -3.370 -0.035
C -5.496 1.395 5.793 -0.042
C 3.289 -3.714 3.472 -0.051
C 3.808 2.899 -7.712 -0.620
C 5.850 3.623 -6.873 -0.031
C -2.145 -4.816 -6.687 -0.034
C -2.738 2.655 1.904 -0.015
H 0.229 -3.647 3.173 0.112
H -8.735 1.889 1.404 0.094
H 5.489 3.689 -5.850 0.072
H 5.789 4.595 -7.358 0.104
H -2.772 3.483 2.609 0.101
H -9.212 2.649 2.934 0.099
H 3.026 -4.574 4.066 0.141
H -3.552 1.970 2.120 0.093
H -1.484 -3.178 1.779 0.081
H 1.520 1.205 -9.200 0.093
H 4.155 -3.983 2.866 0.147
H 0.643 -3.399 0.385 0.074
H 6.886 3.295 -6.870 0.094
H 0.344 9.014 -2.928 0.099
H 2.041 3.284 2.454 0.103
H -1.488 -4.913 1.922 0.063
H 2.041 3.141 -2.147 0.096
H -2.628 -3.996 -6.160 0.097
H 7.167 3.365 -2.414 0.098
H -1.744 -4.192 0.338 0.075
H 0.111 -7.456 3.894 0.074
H 1.189 -2.039 3.977 0.139
H 1.870 8.294 -2.347 0.093
H 6.552 2.009 -3.402 0.101
H -2.091 -4.584 -7.746 0.095
H -2.709 -5.736 -6.546 0.099
H 0.522 -4.942 -2.643 0.050
H -2.839 3.022 0.885 0.103
H 2.648 -2.887 1.545 0.150
H 3.338 -0.615 4.459 0.191
H 1.226 -5.001 2.808 0.056
H 1.975 -5.788 -3.204 0.090
H -5.894 0.469 6.201 0.098
H 1.597 4.813 -2.535 0.094
H -0.271 -7.607 5.621 0.098
H 1.510 -0.956 2.723 0.139
H -2.098 6.672 0.510 0.100
H -5.416 -7.601 5.484 0.101
H -4.410 1.369 5.833 0.088
H 0.451 -6.679 -3.042 0.080
H -9.254 0.874 2.763 0.099
H -4.830 -6.386 6.652 0.098
H 1.623 2.976 -9.167 0.098
H -1.488 6.996 2.143 0.096
H -5.857 2.244 6.370 0.099
H 4.672 -2.620 4.860 0.161
H -5.749 -5.878 5.221 0.094
H 7.413 3.356 -4.169 0.089
H 1.950 2.859 0.723 0.088
H 2.677 1.735 1.877 0.083
H 1.629 10.051 -2.280 0.094
H -0.578 5.924 1.058 0.062
H 2.659 4.493 -1.154 0.092
H 1.316 2.069 -7.662 0.095
H -0.860 -8.825 4.459 0.103
```

## Properties
HOMO-LUMO gap   7.647 eV
Charge   +1
E_HOMO   -11.9 eV
LUMO   -4.298 eV

=====

No. 3
Entry from OMol25: 5 unconnected molecules or ions with the total composition C28H55N5O8 (ωB97M-V with the def2-TZVPD basis set).

```
96
Properties=species:S:1:pos:R:3:lowdin_charge:R:1
O -3.128 -3.970 5.098 -0.208
O 6.541 2.478 -9.439 -0.190
O 3.563 4.934 1.445 0.102
O 6.616 6.831 -1.117 0.117
O 2.367 -0.263 1.226 0.065
O -6.576 -3.886 -0.128 -0.188
O 2.392 0.101 -0.969 0.065
O -1.255 1.201 2.260 -0.195
N -4.939 -1.630 -0.826 0.043
N 4.678 6.574 0.264 0.158
N -3.270 1.707 4.247 0.040
N 4.848 3.116 -7.209 0.036
N -4.895 -3.430 7.299 0.041
C -4.806 -2.251 0.498 -0.430
C -4.356 -4.674 5.212 -0.208
C 1.593 2.906 0.533 -0.166
C 2.542 0.545 0.338 -0.458
C -0.363 0.140 2.572 -0.087
C 5.523 0.794 -6.912 -0.070
C -5.928 -5.143 -0.214 -0.106
C 4.840 5.309 -1.806 -0.052
C 7.693 1.717 -9.116 -0.105
C -1.979 -4.731 5.429 -0.101
C 3.680 4.801 -1.044 -0.019
C -6.075 -3.030 0.888 -0.201
C 4.789 1.780 -7.816 -0.425
C 5.574 6.295 -0.860 -0.381
C -3.108 -0.714 4.035 -0.070
C -2.597 0.798 2.031 -0.202
C 5.115 4.940 -3.185 0.009
C 2.880 2.018 0.727 -0.081
C -4.202 -5.753 7.534 -0.073
C 4.154 4.012 -3.800 -0.034
C -3.428 0.589 3.310 -0.431
C 3.865 5.386 0.366 -0.371
C -3.538 -3.100 0.520 -0.067
C 5.310 1.793 -9.265 -0.206
C 2.955 3.555 -3.062 0.001
C 1.413 3.496 -0.917 -0.136
C 2.686 3.944 -1.669 -0.140
C -4.920 -4.743 6.644 -0.430
H -1.131 -4.311 4.886 0.088
H -0.618 -0.783 2.045 0.096
H 5.794 3.469 -7.346 0.078
H 2.264 2.888 -3.629 0.109
H -3.949 -3.062 7.204 0.070
H -6.871 -2.302 1.075 0.123
H 5.646 -0.173 -7.405 0.079
H -4.796 -5.957 8.427 0.076
H -5.460 -2.782 6.755 0.069
H 7.943 1.839 -8.060 0.074
H 3.803 2.421 0.246 0.116
H 5.331 6.439 1.054 0.153
H -3.463 -3.763 -0.343 0.066
H -3.231 -5.393 7.875 0.064
H 5.369 0.779 -9.679 0.120
H -3.581 2.562 3.791 0.071
H -3.052 -1.551 3.333 0.066
H -5.934 -3.583 1.826 0.112
H -2.085 -5.782 5.147 0.091
H 8.528 2.110 -9.697 0.088
H -4.053 -6.701 7.011 0.078
H -2.169 -0.668 4.587 0.069
H 4.273 3.751 -7.760 0.082
H -3.490 -3.709 1.427 0.076
H -3.891 -0.944 4.761 0.072
H -5.614 -5.513 0.766 0.089
H 4.585 2.336 -9.877 0.122
H -5.070 -4.116 4.597 0.113
H 6.508 1.154 -6.613 0.065
H 3.087 1.995 1.833 0.132
H -4.481 0.541 3.009 0.130
H -6.634 -5.856 -0.643 0.087
H -5.726 -0.986 -0.807 0.073
H 0.862 2.746 -1.551 0.117
H 0.639 0.444 2.271 0.053
H -3.054 1.614 1.463 0.123
H -1.761 -4.644 6.495 0.076
H 4.954 0.628 -5.994 0.074
H -2.654 -2.458 0.505 0.065
H 2.861 -0.750 -1.058 0.122
H 4.291 3.691 -4.876 0.075
H 1.479 3.726 1.287 0.110
H 7.569 0.659 -9.358 0.091
H -4.273 -5.672 4.764 0.118
H -4.673 -1.454 1.237 0.115
H 3.740 1.467 -7.851 0.135
H 6.003 5.349 -3.708 0.113
H 0.740 4.405 -0.885 0.131
H -5.239 -2.358 -1.472 0.070
H -0.343 -0.030 3.651 0.082
H -2.629 -0.088 1.383 0.104
H -5.964 -5.065 6.566 0.135
H -2.271 1.854 4.377 0.070
H -5.072 -5.083 -0.890 0.075
H 0.707 2.229 0.720 0.108
```

## Properties
HOMO-LUMO gap   8.753 eV
E_HOMO   -9.1 eV
LUMO   -0.300 eV
Structure (SMILES)   O=C(O)CCCc1cccc2c1C(=O)NC2=O.COC[C@@H](C)N.COC[C@@H](C)N.COC[C@@H](C)N.COC[C@@H](C)N

=====

No. 4
Entry from OMol25: a molecular structure, C28H55O2PbSi4 (ωB97M-V with the def2-TZVPD basis set).

```
90
Properties=species:S:1:pos:R:3:lowdin_charge:R:1
Pb -1.504 -1.224 -3.157 1.090
Si 0.741 3.451 2.396 0.308
Si 1.082 1.187 2.908 0.551
Si -0.112 0.709 4.861 0.300
Si 3.359 0.841 3.283 0.298
O -0.501 -0.393 -5.143 -0.465
O 2.500 1.976 -5.742 -0.179
C -1.063 -1.976 -6.937 -0.042
C -0.359 0.412 -7.193 -0.088
C -1.972 0.674 4.525 -0.222
C 1.466 4.019 -5.118 -0.162
C -2.417 -0.638 0.321 -0.175
C 1.098 -2.039 0.465 -0.200
C 0.301 -3.057 -0.115 -0.221
C -2.945 1.269 -0.853 -0.207
C 1.370 -1.316 -6.595 -0.005
C 3.729 -1.006 3.373 -0.218
C -1.095 3.890 2.443 -0.222
C 0.423 -0.993 5.466 -0.241
C -2.256 0.773 0.287 -0.161
C -3.318 -1.007 -0.713 -0.309
C -3.594 0.176 -1.493 -0.342
C -0.085 -0.917 -6.478 -0.561
C -0.832 0.897 -5.854 -0.113
C 4.293 1.582 1.823 -0.233
C 1.315 3.047 -3.895 -0.157
C 2.087 -1.666 -0.485 -0.199
C 1.356 3.796 0.647 -0.231
C 3.885 1.686 4.885 -0.224
C 1.894 -2.454 -1.648 -0.237
C 1.677 4.545 3.623 -0.229
C 2.634 3.420 -5.913 -0.194
C 0.851 -3.375 -1.380 -0.256
C 2.113 1.811 -4.342 -0.182
C 0.269 2.021 6.168 -0.226
H -1.106 0.291 -7.982 0.115
H 3.408 1.231 5.766 0.016
H 2.455 -2.405 -2.573 0.049
H 1.020 -1.689 1.486 0.035
H 0.357 -1.746 4.660 0.035
H 1.409 5.600 3.445 0.027
H 3.057 -1.539 4.058 0.012
H 3.665 2.763 4.892 0.012
H -2.085 -1.586 -6.924 0.088
H -0.296 1.777 7.083 0.027
H 1.439 4.316 4.673 0.010
H 0.248 2.857 -3.710 0.098
H -1.909 1.063 -5.825 0.124
H 3.059 1.720 -3.790 0.121
H 2.901 -0.980 -0.317 0.043
H 3.591 3.782 -5.472 0.122
H 1.628 4.860 0.549 0.026
H 0.540 -4.182 -2.034 0.051
H -1.052 -2.858 -6.289 0.078
H -2.390 1.679 4.376 0.014
H 0.568 3.581 -0.093 0.028
H -0.565 -3.534 0.331 0.064
H 5.368 1.412 1.989 0.026
H 1.621 5.048 -4.787 0.104
H 3.655 -1.480 2.385 0.027
H 1.661 3.484 -2.946 0.106
H 2.767 4.457 3.497 0.017
H -1.841 1.368 1.099 0.042
H 1.551 0.874 -4.173 0.110
H -1.198 4.979 2.325 0.027
H -2.215 0.071 3.638 0.025
H 2.543 3.667 -6.980 0.115
H -0.038 3.027 5.846 0.014
H -2.002 -1.303 1.074 0.074
H -0.286 1.705 -5.357 0.085
H 1.457 -0.996 5.849 0.018
H 2.020 -0.450 -6.416 0.075
H 4.759 -1.132 3.738 0.025
H -4.393 0.233 -2.239 0.060
H 0.541 3.913 -5.720 0.105
H 2.237 3.194 0.384 0.007
H 1.540 -1.644 -7.638 0.099
H 4.975 1.560 4.988 0.027
H -3.956 -1.892 -0.757 0.073
H -0.811 -2.268 -7.969 0.094
H -2.483 0.224 5.391 0.025
H -1.653 3.418 1.624 0.014
H -1.574 3.608 3.389 0.009
H 4.126 2.664 1.720 0.013
H 1.336 2.058 6.431 0.012
H -0.244 -1.320 6.286 0.026
H 1.633 -2.127 -5.903 0.098
H 4.014 1.103 0.873 0.025
H -3.079 2.321 -1.127 0.067
H 0.537 0.854 -7.629 0.114
```

## Properties
HOMO-LUMO gap (spin up / spin down)   5.307 / 4.859 eV
Charge   -1
E_HOMO (spin up / spin down)   -3.1 / -3.1 eV
LUMO (spin up / spin down)   2.201 / 1.798 eV

=====

no.,F_max (eV/Å)
1,9.4
2,2.3
3,3.3
4,3.2